*i*
A 2-piece molecular cluster, C6H16 overall, computed with wB97M-V/def2-TZVPD.

## Properties
LUMO energy (alpha / beta), eV: 4.07 / 4.16
Multiplicity: 2
Net charge: -1
Frontier orbital gap (alpha / beta), eV: 2.6 / 11.8
Highest occupied orbital energy (alpha / beta), eV: 1.51 / -7.68

Element x y z (Å)
C 1.0782 1.1047 -1.0066
C 1.6658 1.9840 0.0984
C 1.0979 1.7545 -2.3892
H 1.6166 0.1511 -1.0110
H 0.0462 0.9099 -0.7303
H 2.6647 2.3704 -0.1600
H 0.3425 1.3148 -3.0350
H 0.9017 2.8277 -2.2438
H 1.7857 1.3907 1.0085
H 1.0464 2.8649 0.3001
H 2.1337 1.7526 -2.7556
C -1.1393 -1.4666 0.5718
C -0.5929 -0.8263 1.8393
C -2.1584 -2.5816 0.8670
H -1.5831 -0.7630 -0.1193
H -0.2982 -1.9145 0.0432
H 0.4863 -0.9855 1.9955
H -2.8245 -2.2446 1.6652
H -2.7128 -2.8555 -0.0258
H -1.6611 -3.5107 1.1894
H -0.6824 0.2606 1.8155
H -1.0831 -1.1425 2.7621

***

*ii*
A 2-piece molecular cluster, C6H16 overall, computed with wB97M-V/def2-TZVPD.

## Properties
LUMO energy (alpha / beta), eV: 4.04 / 4.15
Multiplicity: 2
Net charge: -1
Frontier orbital gap (alpha / beta), eV: 2.7 / 11.0
Highest occupied orbital energy (alpha / beta), eV: 1.33 / -6.81

Element x y z (Å)
C -0.9628 0.4398 -0.2075
C -1.5878 -0.9564 0.0984
C -1.2997 1.0729 -1.5330
C -1.2341 1.4885 0.9488
H 0.0923 0.2672 -0.1363
H -0.6332 -1.7324 0.4170
H -1.9313 -1.7122 -0.5749
H -2.3929 1.2413 -1.5331
H -0.7052 2.0076 -1.7674
H -1.1632 0.3776 -2.3639
H -1.1468 0.8947 1.7702
H -0.6238 2.3332 0.9664
H -2.2884 1.7364 0.8464
H -2.1786 -0.9122 0.9510
C 2.0581 -1.4105 0.7305
C 2.4683 -0.2434 -0.2600
H 2.6771 -2.2411 0.5017
H 2.2256 -1.1048 1.8305
H 0.9099 -1.7254 0.6511
H 1.9710 0.6842 0.0386
H 2.3044 -0.4991 -1.3109
H 3.4409 -0.0058 -0.0633

***

*i* takes first place; second place is 1.453 eV up.

***

*i*
One molecule with the formula C4H8N4, computed with wB97M-V/def2-TZVPD.

## Properties
LUMO energy, eV: 0.24
SMILES: [H]/N=C(\N)[C@@H]1CN1N=C
Frontier orbital gap, eV: 9.6
Highest occupied orbital energy, eV: -9.36

Element x y z (Å)
H 0.5199 2.9401 -1.1355
N -0.1245 2.1698 -1.3995
C -0.0963 1.3647 -0.4430
N 0.3742 1.5111 0.9895
C -0.8767 0.1705 -0.7146
C -1.5432 -0.3172 0.3886
N -0.3430 -1.1451 -0.1549
N 0.9081 -1.1960 0.5744
C 1.3141 -2.4263 0.1605
H 1.1709 0.5944 0.7268
H 1.0745 2.2930 0.8890
H -1.1674 0.2068 -1.7821
H -2.5783 -0.5193 0.0757
H -1.3153 0.3648 1.3414
H 0.4486 -3.2066 -0.3703
H 2.2343 -2.8047 0.8539

***

*ii*
One molecule with the formula C4H8N4, computed with wB97M-V/def2-TZVPD.

## Properties
LUMO energy, eV: 1.02
SMILES: CN1N=N[C@]2(C)CN12
Frontier orbital gap, eV: 9.7
Highest occupied orbital energy, eV: -8.64

Element x y z (Å)
C 2.5304 -0.2916 -0.3441
N 1.1973 0.1848 -0.1396
N 0.7941 1.4171 -0.2663
N -0.4263 1.6383 -0.1194
C -1.0799 0.4348 0.1983
C -2.2498 0.1031 -0.7111
C -0.7034 -0.3343 1.2985
N 0.1641 -0.7424 0.2024
H 2.2858 -1.3191 -0.6070
H 2.9057 0.0247 -1.3109
H 3.1268 -0.3008 0.5861
H -1.7465 -0.6406 -1.3428
H -2.4498 0.9990 -1.2802
H -3.0345 -0.1653 0.0313
H -0.1628 0.1999 2.0936
H -1.1510 -1.2074 1.7114

***

*ii* takes first place; second place is 1.887 eV up.

***

*i*
One molecule with the formula C4H8N4, computed with wB97M-V/def2-TZVPD.

## Properties
LUMO energy, eV: 0.51
SMILES: [H]/N=C(/NC)N(C)C#N
Frontier orbital gap, eV: 9.7
Highest occupied orbital energy, eV: -9.20

Element x y z (Å)
H -1.2207 2.1903 0.4323
N -0.2451 1.8895 0.2824
C -0.1075 0.6504 0.0728
N 1.1284 0.1043 0.0252
C 2.3745 0.8987 -0.0098
N -1.1229 -0.2864 0.0748
C -0.9723 -1.6813 -0.2203
C -2.3801 0.0299 0.1233
N -3.5014 0.2455 0.1975
H 1.3440 -0.8823 -0.0253
H 2.2818 1.5911 -0.8045
H 2.3695 1.4172 0.8775
H 3.1090 0.1375 -0.2695
H -0.8066 -2.0484 -1.2925
H -0.1769 -2.1526 0.3676
H -2.0736 -2.1034 0.1684

***

*ii*
One molecule with the formula C4H8N4, computed with wB97M-V/def2-TZVPD.

## Properties
LUMO energy, eV: 0.52
SMILES: C/C=C(/N)N(N)C#N
Frontier orbital gap, eV: 7.8
Highest occupied orbital energy, eV: -7.26

Element x y z (Å)
C -1.0751 1.7563 0.4985
C -1.0333 0.2501 0.6604
C 0.1938 -0.4544 0.5724
N 0.9108 -1.1227 1.4877
N 0.4307 -0.6374 -0.7469
N 1.6384 -1.1366 -1.2689
C -0.7132 -0.1425 -1.4259
N -1.1779 0.1475 -2.4648
H -1.9888 2.0391 -0.0278
H -1.0675 2.2761 1.4606
H -0.2417 2.1224 -0.1035
H -1.7271 -0.1299 1.4066
H 0.7003 -0.9958 2.4611
H 1.5730 -1.8228 1.1854
H 1.4097 -1.7821 -2.0198
H 2.1680 -0.3674 -1.6750

***

*i* takes first place; second place is 1.771 eV up.